1.
Formula: C18H33LiN3O3
Source: the OMol25 dataset
Level of theory: the ωB97M-V functional and the def2-TZVPD basis

Structure (XYZ):
```
58
Properties=species:S:1:pos:R:3:forces:R:3:mulliken_charge:R:1
H 4.088 -7.068 -6.366 0.22 0.07 0.15 0.3139
H 4.944 -3.724 -8.339 0.07 -0.42 0.13 0.3842
H 1.710 -1.433 -5.704 0.95 -0.52 0.57 0.4822
H 5.992 -4.701 -7.292 -0.19 -0.12 -0.08 0.3232
H -1.414 1.770 -1.806 -0.21 -0.12 0.23 0.3464
H -3.262 -3.977 -2.474 0.31 -0.16 0.50 0.2808
H 0.690 -1.439 3.459 0.02 -0.11 0.07 0.3536
C 3.274 -3.069 -6.570 0.01 -1.57 -0.52 -0.9750
H -2.321 -5.110 -1.407 -0.25 0.32 -0.12 0.3065
H -2.294 2.530 -0.444 0.05 -0.27 -0.20 0.3901
H 2.829 -5.531 -3.578 0.18 0.43 -0.06 0.1910
H -0.430 -4.819 -2.751 -0.40 0.48 0.01 0.2814
H -1.381 -3.757 -3.838 -0.01 -0.05 0.38 0.3444
H -1.320 0.026 2.074 0.46 0.09 0.04 0.3563
C 4.954 -4.557 -7.620 0.66 0.63 0.12 -1.3946
H -2.104 0.730 -0.518 0.07 0.44 -0.03 0.2953
C 4.438 -6.518 -5.480 -0.73 -0.38 -0.13 -1.3864
C 3.808 -5.145 -5.411 -0.63 -0.43 1.77 1.1785
C -1.237 -2.316 -1.068 0.21 1.69 0.98 0.2224
C -0.411 0.635 2.226 0.07 -0.13 -0.09 -0.8729
H 2.832 -0.150 2.007 0.04 0.30 0.02 0.3749
O 1.114 -1.133 -1.958 -0.60 -1.00 -1.16 -1.0885
N -0.347 1.810 -0.017 0.17 -0.49 0.50 0.6692
C 0.413 2.929 -0.566 0.02 0.14 0.10 -1.1551
C 4.024 -4.207 -6.481 -0.31 1.35 -1.27 1.0855
C -2.330 -4.135 -1.905 -1.17 -0.25 0.63 -0.3629
H 0.587 2.747 -1.633 0.04 0.15 0.22 0.2911
C -0.537 1.957 1.465 0.06 -0.01 -0.54 -1.1269
H -1.539 2.381 1.659 0.40 0.04 0.08 0.3437
H 2.957 -3.707 -4.056 -0.07 -0.93 -0.30 0.4624
H -0.062 -2.054 1.966 0.07 0.06 0.06 0.2619
H 4.154 -7.102 -4.596 0.12 0.14 -0.22 0.3765
O -1.027 -1.310 -0.377 -0.25 -2.01 -1.22 -0.4310
H 2.184 1.395 1.382 -0.01 -0.22 0.30 0.1946
H 1.720 -1.962 2.107 -0.26 -0.05 0.04 0.3478
H 5.534 -6.480 -5.516 -0.26 0.19 -0.04 0.3292
C 2.017 0.573 2.095 -0.15 0.01 0.05 -0.9664
C 1.102 -2.486 -3.948 -0.06 0.27 0.13 -0.4206
Li 0.579 -0.161 -0.395 -0.39 0.08 0.41 1.1944
H -0.319 0.871 3.311 -0.21 -0.14 -0.38 0.4739
C -1.127 -3.957 -2.788 1.28 0.46 -0.17 -0.5065
H 4.631 -5.472 -8.145 0.01 0.36 0.33 0.3136
H 2.709 -1.136 -4.095 -0.69 0.73 -0.26 0.2701
H 1.377 3.020 -0.049 -0.22 0.01 -0.20 0.3664
H 0.226 2.654 1.846 -0.33 -0.12 -0.20 0.4919
C -1.625 1.697 -0.731 -0.04 0.10 0.16 -1.2626
C 0.623 -2.057 -2.643 1.27 0.22 1.59 0.6370
N -0.504 -2.765 -2.165 0.28 0.47 -0.06 0.3865
O -2.278 -3.109 -0.845 0.39 -0.57 -1.03 -0.3450
H 2.259 -3.120 -6.125 1.29 0.23 -0.39 0.3004
H 3.575 -2.290 -7.290 -0.63 -0.41 0.36 0.1994
H -0.143 3.870 -0.448 0.17 0.04 -0.10 0.3486
C 0.773 -1.475 2.366 0.09 0.07 0.12 -1.1321
H 0.758 -3.467 -4.275 -0.65 0.83 -0.76 0.4264
C 3.099 -4.761 -4.310 1.21 -0.65 -0.39 -1.6275
N 0.771 -0.134 1.792 -0.22 0.14 -0.54 0.4961
H 2.002 0.983 3.120 0.16 -0.06 -0.17 0.2839
C 1.943 -1.676 -4.659 -1.41 0.65 0.59 -0.9215
```
Positions in Å, forces in eV/Å.

- total energy (eV) = -30012.45897
- orbital gap (spin up / spin down) (eV) = 6.964 / 6.963
- energy relative to the best compared isomer or geometry (same formula, charge and spin) (kcal/mol) = 85.0
- net charge = +1

***

2.
Formula: C18H33N3OPdSSeSi3
Source: the OMol25 dataset
Level of theory: the ωB97M-V functional and the def2-TZVPD basis

Structure (XYZ):
```
61
Properties=species:S:1:pos:R:3:forces:R:3:mulliken_charge:R:1
C 0.193 3.061 -1.913 -0.06 0.00 0.02 -1.2481
H -2.237 2.391 -3.516 0.02 0.00 0.00 0.4512
C -0.682 -3.625 -1.631 -0.07 -0.37 -0.24 0.0402
H 1.298 0.206 -3.585 0.01 -0.01 0.02 0.2992
H -4.028 -1.731 -0.631 -0.02 0.01 0.02 0.4519
H -2.758 0.763 -3.081 0.02 0.02 0.01 0.3843
H 2.319 2.567 0.974 0.03 -0.01 0.01 0.5128
S 3.274 -3.011 2.425 -0.01 -0.02 -0.02 -0.2387
C 5.088 -2.463 0.335 -0.05 0.02 -0.03 -0.5599
Si -0.884 1.583 -1.634 0.13 -0.18 0.02 0.2616
H 2.001 1.166 -0.038 -0.07 0.03 -0.03 0.2227
H -1.996 -2.136 1.600 0.00 0.02 -0.08 0.2672
H 0.396 -1.318 -3.382 0.04 0.01 0.01 0.3433
H 0.015 -0.032 3.253 0.01 0.00 -0.11 0.2604
H -4.378 -0.171 -1.368 0.01 0.01 -0.01 0.3970
H 6.256 -1.953 -1.377 0.00 0.00 0.00 0.4246
H 5.916 -2.885 0.888 0.00 0.00 0.01 0.4381
N 0.673 -2.675 2.941 -0.05 0.03 0.01 -0.2550
H -0.287 -2.627 2.643 0.01 0.00 0.02 -0.0032
C 0.337 -0.232 -3.315 -0.03 -0.04 -0.02 -1.2824
C -2.559 -1.239 1.893 -0.06 -0.04 -0.02 -1.0475
O -0.020 0.133 -1.972 -0.15 0.11 0.06 0.2481
H -3.874 2.306 0.457 0.02 0.00 -0.03 0.3307
H -1.549 3.732 1.639 -0.01 -0.02 0.01 0.3308
C -2.416 1.715 -2.678 0.05 0.01 -0.02 -1.3456
H -0.114 4.177 0.703 -0.01 -0.02 -0.01 0.3678
C 5.270 -1.940 -0.933 0.01 -0.01 0.01 -0.5341
H 4.367 -0.993 -2.630 0.01 0.00 0.00 0.4548
H -0.018 4.036 2.457 0.02 0.01 0.00 0.4123
C 2.731 -1.888 0.170 0.06 0.01 -0.05 -0.7215
H 0.482 3.106 -2.967 -0.01 -0.05 -0.01 0.4451
Pd -0.204 -0.911 0.168 -0.13 -0.52 -0.27 0.5428
C -3.582 -0.784 -0.944 0.02 -0.03 0.03 -1.0661
H -0.375 3.974 -1.716 0.00 0.01 0.01 0.3963
H -0.426 0.116 -4.013 0.00 -0.01 -0.01 0.4208
H 2.102 -0.936 -1.651 -0.06 0.04 -0.01 0.4567
C -1.142 1.028 0.148 -0.11 0.00 0.03 0.3481
H -3.395 1.892 2.115 0.02 0.00 0.00 0.2947
H -2.159 -0.838 2.823 0.00 0.02 0.00 0.3812
Si -2.805 0.045 0.538 0.24 0.42 -0.01 0.6609
H -3.242 2.142 -2.105 0.00 0.02 0.01 0.3562
H 2.356 0.950 1.670 -0.01 0.01 0.01 0.3580
H 0.464 1.556 3.831 -0.02 -0.02 0.03 0.4467
C -0.469 3.604 1.559 0.04 0.00 0.00 -1.1405
H -3.562 -1.630 2.099 0.00 0.01 0.05 0.4757
C 1.833 1.588 0.954 -0.01 0.00 0.02 -1.1282
N 1.515 -1.933 0.870 0.29 0.06 0.14 0.4099
H -4.807 1.119 1.378 -0.02 0.04 0.02 0.3988
C -3.799 1.499 1.183 -0.09 -0.17 0.06 -1.1122
C 3.807 -2.430 0.869 -0.03 0.03 0.01 0.5225
H 0.848 -3.189 3.789 0.02 -0.01 -0.01 0.2690
C -0.221 1.030 3.156 0.05 0.13 0.10 -1.0591
C 2.925 -1.363 -1.100 0.11 -0.06 -0.01 0.1236
Se -0.686 -4.934 -2.900 0.01 0.25 0.25 0.2666
C 4.198 -1.398 -1.641 0.00 0.02 -0.01 -0.9847
H -2.871 -1.006 -1.740 0.01 -0.02 0.04 0.1559
C 1.667 -2.502 2.049 -0.08 0.00 -0.01 0.2078
H 1.103 3.087 -1.317 0.03 -0.03 0.04 0.3569
N -0.698 -2.812 -0.811 0.09 0.32 -0.03 -0.4929
Si 0.035 1.807 1.477 -0.20 -0.02 -0.01 0.7054
H -1.228 1.206 3.539 -0.01 -0.03 0.00 0.3212
```
Positions in Å, forces in eV/Å.

- total energy (eV) = -128999.22277
- orbital gap (spin up / spin down) (eV) = 9.438 / 4.712
- spin multiplicity = 5
- energy relative to the best compared isomer or geometry (same formula, charge and spin) (kcal/mol) = 0.0
- net charge = +2

***

3.
Formula: C18H34BClF5N5O3S2
Source: the OMol25 dataset
Level of theory: the ωB97M-V functional and the def2-TZVPD basis

Structure (XYZ):
```
69
Properties=species:S:1:pos:R:3:forces:R:3:mulliken_charge:R:1
H 2.072 0.008 -0.520 -0.10 -0.03 0.14 -0.1181
H 0.641 5.223 1.649 -0.06 -0.10 -0.08 0.1711
S -0.120 -1.462 -4.770 -0.06 0.06 -0.15 -0.1533
F -5.758 -3.574 3.721 0.02 0.07 -0.09 -0.3828
H -2.531 7.366 -2.640 -0.08 0.04 0.04 0.3144
C -2.342 -2.976 0.106 1.39 -0.05 -0.27 -0.4044
H 1.927 0.366 -3.099 -0.08 -0.22 -0.23 0.4069
H -4.222 6.362 -1.080 0.15 0.04 0.09 0.3169
C -1.630 -3.413 1.415 -0.93 0.26 -0.48 -1.3511
H 1.553 -2.960 -2.956 -0.04 -0.02 -0.12 0.7751
H -4.287 4.925 -2.087 0.14 -0.15 0.11 0.3085
S -1.830 -1.752 -2.353 0.21 -0.11 -0.09 -0.1830
C -1.256 -2.796 -0.964 -0.23 0.08 -0.16 0.4419
F -4.196 -1.998 3.079 0.17 0.02 -0.07 -0.4167
H -0.465 1.501 -0.871 -0.14 0.05 0.07 0.5496
H 2.303 1.570 -1.249 0.06 0.02 0.07 0.3998
B -4.503 -3.029 4.013 -0.09 -0.17 0.13 0.5957
C -0.012 5.938 1.153 0.15 0.02 0.14 -0.6956
C 1.549 0.806 -1.042 -0.04 0.82 -0.60 0.0624
F -3.515 -4.040 3.908 0.13 0.05 -0.11 -0.4129
F -4.491 -2.508 5.314 0.07 0.12 -0.05 -0.3898
H -1.826 -2.646 2.165 -0.03 -0.26 0.32 0.1306
C 1.928 -2.066 -2.463 -0.07 -0.59 0.70 -1.5813
C -3.146 6.524 -2.953 0.29 0.06 0.06 -1.1008
H -3.987 6.908 -3.531 -0.02 -0.03 0.01 0.3643
C 2.805 -4.049 -1.113 0.49 -0.39 0.42 -0.4847
H 3.101 -4.155 1.016 0.00 -0.02 0.06 0.2335
C -0.014 0.792 1.064 0.38 1.79 0.16 -0.6315
N 4.161 -0.875 3.006 0.08 0.28 -0.04 -0.2624
H -2.533 5.892 -3.598 -0.11 -0.06 -0.04 0.2870
H 3.803 -5.515 0.171 0.22 -0.03 -0.09 0.4093
H 0.264 0.802 -2.819 -0.20 -0.04 0.17 0.7338
H -2.082 -4.336 1.756 0.19 -0.02 0.45 0.4083
H -0.049 -1.790 2.135 -0.23 0.20 -0.14 0.5195
N 2.324 0.333 2.006 0.11 -0.79 0.39 0.1465
H 4.446 -1.750 3.416 -0.08 -0.06 0.02 0.2727
H -0.559 -3.544 1.255 0.06 -0.24 0.01 0.5372
C -0.297 -1.472 -3.167 -0.19 -0.23 0.74 0.1143
H -0.884 0.156 0.941 0.27 -0.54 -0.01 0.1447
O -2.072 7.076 -0.040 0.02 0.06 0.06 -0.5538
N 1.040 0.010 1.742 -2.03 -0.53 -0.62 0.3247
H 0.595 6.620 0.558 -0.08 0.09 0.02 0.3311
C 2.889 -0.743 2.605 0.79 0.20 -0.06 0.7420
C 1.096 0.243 -2.401 0.82 -0.19 1.09 -1.6675
N 0.763 -1.193 -2.211 -0.07 0.52 -1.74 0.5638
C 0.420 1.488 -0.237 0.01 -0.80 -0.28 -0.4450
C -1.867 5.910 -0.243 -0.05 -0.06 -0.17 0.6888
H -0.571 6.490 1.905 -0.03 0.07 -0.08 0.3321
H -3.032 -3.745 -0.225 -0.40 0.23 0.08 0.4000
H -0.947 -3.740 -1.414 -0.04 -0.15 0.14 0.3717
O -2.556 5.113 -1.053 -0.01 -0.10 0.09 -0.3217
C 2.599 -2.541 -1.162 0.21 -0.24 -0.07 0.3443
H 2.671 -1.636 -3.137 -0.14 0.23 -0.09 0.2349
H 1.854 -4.578 -1.043 -0.15 0.09 -0.24 0.2540
H -2.821 -2.009 0.234 -0.47 -0.16 0.14 0.3722
H 1.997 -2.280 -0.287 -0.09 0.20 -0.06 -0.5684
O -0.885 5.186 0.308 0.10 -0.09 0.10 -0.2264
H 4.580 -3.889 0.121 0.20 -0.23 -0.07 0.3236
Cl 5.336 0.321 2.876 -0.09 -0.02 -0.02 -0.0024
H 0.651 2.534 -0.057 0.14 0.01 0.23 0.2047
C -3.642 5.738 -1.759 -0.36 0.17 -0.33 -0.2093
H 3.329 -4.411 -2.000 -0.15 0.12 -0.20 0.4092
H 3.588 -2.092 -1.031 -0.04 0.26 0.01 0.6054
C 3.640 -4.443 0.108 -0.51 0.38 0.22 -1.3075
N 2.003 -1.711 2.718 -0.86 0.05 -0.18 -0.5406
H -0.316 1.575 1.761 -0.10 -0.09 0.13 0.3460
F 2.817 1.520 1.683 -0.09 0.20 -0.07 -0.1682
C 0.867 -1.223 2.183 1.66 -0.27 0.62 -0.3445
H -0.370 -2.353 -0.516 0.00 0.28 -0.16 -0.5693
```
Positions in Å, forces in eV/Å.

- total energy (eV) = -81266.67062
- orbital gap (eV) = 7.847
- net charge = 0

***

4.
Formula: C18H34Br16Cl6
Source: the OMol25 dataset
Level of theory: the ωB97M-V functional and the def2-TZVPD basis

Structure (XYZ):
```
74
Properties=species:S:1:pos:R:3:forces:R:3:mulliken_charge:R:1
H -4.742 2.257 5.481 0.00 -0.39 -0.21 0.4013
Br 0.813 0.549 -4.489 -0.50 -0.18 -0.23 -0.1397
H -6.237 2.009 -1.168 0.38 -0.78 0.01 0.3852
Br 3.107 -6.222 5.372 0.54 0.40 -0.45 -0.1813
H -5.648 1.122 -2.751 -0.06 -0.57 1.14 0.3017
C 3.826 -2.628 -3.398 0.79 -0.75 -0.65 0.2920
H -4.574 -3.012 0.146 -0.51 0.30 -0.14 0.4419
C -4.133 -2.054 -0.132 -0.81 0.19 -0.55 -0.3507
H -3.108 -2.128 0.230 0.03 0.68 -0.18 0.2008
Cl 3.826 -1.027 -4.095 0.63 0.15 0.46 -0.0618
C 4.739 0.313 1.928 1.27 1.28 -1.16 0.0446
H -4.541 0.482 3.469 0.24 -0.13 0.00 0.1599
H 1.907 -0.390 0.938 -0.44 -0.66 0.41 0.0524
C -4.055 2.282 -1.697 -0.27 0.15 -0.42 -0.3802
H 0.216 3.147 3.455 0.02 -0.17 0.85 0.2675
H 1.861 -0.006 -0.704 -0.62 0.16 -0.26 -0.0981
Br -5.118 -0.571 0.825 0.67 -1.01 -0.11 -0.1639
H -3.415 1.738 -1.002 -0.59 -0.66 -0.09 -0.0174
Br 6.187 -0.877 -0.246 -0.08 0.40 0.35 -0.1900
H 4.161 0.777 1.128 -0.73 -0.10 0.50 -0.1072
H 6.863 -0.073 2.031 0.19 0.29 -0.31 0.4141
H 3.653 -3.838 4.917 0.55 -0.14 -0.21 0.3172
Br 4.827 1.667 3.412 -0.22 -1.18 -0.59 -0.1475
H -4.084 3.301 -1.312 0.32 0.12 -0.41 0.5006
Br -6.109 3.367 -3.165 -0.73 0.67 -0.21 -0.1691
Br 1.222 -2.397 -0.627 0.23 0.77 0.40 -0.1721
Cl 2.138 3.726 4.762 -0.53 -0.79 -1.16 -0.1217
H 1.389 -4.715 3.932 0.26 0.66 0.51 0.4326
C 6.152 0.343 1.316 -0.50 -0.83 0.55 -0.6995
Br -2.229 1.191 2.747 -0.44 -0.25 -0.37 0.0979
Br -1.164 -0.142 -1.477 0.42 0.86 0.91 0.0959
H -4.676 2.869 3.813 0.24 -0.04 0.06 0.3180
Br -2.992 2.234 -3.416 -0.49 0.09 1.03 -0.0907
C -0.227 0.011 0.263 2.13 -2.07 -0.87 -0.4976
H -3.701 -2.309 -2.326 0.18 -0.23 0.44 0.1843
H 2.171 -5.017 2.496 0.70 -0.06 -0.06 0.3792
H 4.490 -4.915 3.663 -0.32 0.27 0.01 0.3659
H -2.060 -0.811 -3.868 0.14 -0.27 -0.07 -0.3034
Br 0.008 5.408 -2.554 -0.08 -0.91 0.39 -0.1571
H -0.765 -0.760 0.813 0.17 0.54 0.49 0.3733
H 4.403 -0.698 2.159 -0.05 0.39 0.59 0.2403
Br -2.597 3.452 5.171 -0.85 -0.57 -0.22 -0.1664
H -1.852 -0.915 -5.631 0.04 -0.07 0.14 0.4301
H -3.248 0.218 4.714 -0.45 0.27 0.19 0.3406
Cl 1.006 1.011 4.239 0.07 0.65 0.34 -0.0597
H 0.234 2.823 -2.217 -0.20 0.30 -0.04 0.0935
C -5.538 1.902 -1.998 1.43 1.18 -1.11 -0.5702
Cl 1.720 2.492 1.966 0.94 0.58 -0.67 0.0506
C 1.187 2.680 3.618 -0.56 -0.22 0.61 -0.1808
H 0.583 -1.843 -5.292 -0.36 0.57 -0.53 0.5529
H 0.800 3.774 -0.777 -0.08 -0.04 -0.18 0.2495
C 1.278 -0.523 0.058 -1.21 0.37 -0.61 0.0703
Cl 2.548 -3.501 -4.260 0.31 -0.61 0.39 -0.1188
C -4.243 -1.673 -1.626 0.85 0.11 0.73 0.2109
C 3.577 -4.654 4.198 -1.62 -0.39 0.82 -0.4538
C 0.071 -1.248 -4.536 -1.45 -0.80 0.30 -0.5240
Br -6.018 -1.614 -2.349 -0.35 -0.21 0.05 -0.1186
H 0.386 -1.782 -3.640 -0.26 0.53 0.39 0.0835
C -1.527 -1.319 -4.672 2.17 0.19 -0.43 0.1239
H 2.758 4.645 -2.188 0.04 -0.33 0.51 0.5034
C 2.215 3.740 -2.463 -0.64 -0.04 0.13 -0.8024
Cl 5.477 -3.498 -3.602 -1.54 0.88 0.21 -0.1674
Br 3.230 2.135 -1.913 -0.15 0.57 -0.11 -0.1455
Br 2.095 -2.596 2.756 0.16 0.07 0.52 -0.1078
C 2.292 -4.419 3.399 -0.20 -0.79 -0.84 -0.7432
H 6.389 1.350 0.975 0.18 -0.32 0.03 0.4467
H -3.811 -0.673 -1.674 -0.27 -0.03 -0.38 -0.4212
Br -1.948 -3.230 -4.692 -0.12 0.35 0.17 -0.2021
H -0.189 0.994 0.734 -0.45 -0.06 -0.46 0.1510
C -4.142 2.295 4.571 0.96 -0.10 0.18 -0.6418
C -3.698 0.915 4.007 0.26 1.27 0.35 -0.4186
H 2.187 3.785 -3.551 -0.11 -0.52 0.07 0.4354
H 3.607 -2.621 -2.330 0.11 0.10 -0.26 0.0184
C 0.787 3.694 -1.864 1.23 0.91 -0.70 -0.1363
```
Positions in Å, forces in eV/Å.

- total energy (eV) = -1215031.01095
- orbital gap (eV) = 9.523
- energy relative to the best compared isomer or geometry (same formula, charge and spin) (kcal/mol) = 51.9
- net charge = 0
- SMILES = ClC(Cl)Cl.ClC(Cl)Cl.BrCCBr.BrCCBr.BrCCBr.BrCCBr.BrCCBr.BrCCBr.BrCCBr.BrCCBr

***

The highest net charge belongs to which entry? C18H33N3OPdSSeSi3

***

The lowest total energy belongs to which entry? C18H34Br16Cl6